# C4H10N3

A cluster of 2 separate species, C4H10N3 in total in a non-equilibrium geometry (wB97M-V/def2-TZVPD, the Open Molecules 2025 dataset).

Output
- E: -8770.133 eV
- Energy above the lowest of the compared OMol25 structures with the same formula, charge and spin: 430.9 kJ/mol
- Strongest force on any atom: 4.39 eV/A
- Frontier orbital gap: 9.7 eV
- E_HOMO: -0.4962 Ha
- Net charge: +1

Geometry as XYZ:
```
17
Properties=species:S:1:pos:R:3:forces:R:3
C -2.43116 0.33715 0.29124 0.0 -0.6 -1.1
C 1.03129 -0.90028 -0.33887 -1.8 -2.4 -3.2
C 1.85392 -0.23771 0.40598 -0.2 -0.4 2.5
C 2.94281 0.59258 -0.05682 2.5 -1.5 1.7
N -3.48230 -0.03383 -0.03901 -2.3 0.1 0.4
N -1.27686 0.80806 0.08049 3.3 1.1 1.4
N -4.78835 -0.15960 0.01837 0.8 -0.4 -0.6
H 1.19631 -0.75528 -1.44852 -0.8 -0.5 1.1
H 0.32347 -1.74361 0.02211 1.3 1.7 -0.6
H 1.72022 -0.53557 1.43346 0.6 0.6 0.8
H 2.94788 0.64525 -1.09062 0.2 0.0 -2.1
H 3.91432 0.09530 0.32962 -1.3 0.7 -0.9
H 3.01136 1.56558 0.31589 -0.3 1.6 0.9
H -1.21021 1.78598 -0.24465 -0.1 -0.7 0.1
H -0.31375 0.37637 0.43899 -2.1 0.6 -0.9
H -5.22269 -0.54289 -0.80381 0.1 -0.1 0.1
H -5.33370 0.12470 0.80185 0.1 0.3 0.6
```
Positions in Å, forces in eV/Å.



# C39H34AsN2O6S5Y

A structure of composition C39H34AsN2O6S5Y (wB97M-V/def2-TZVPD, the Open Molecules 2025 dataset).

Output
- E: -172325.774 eV
- Energy above the lowest of the compared OMol25 structures with the same formula, charge and spin: 0.0 kJ/mol
- Strongest force on any atom: 0.67 eV/A
- Frontier orbital gap: 5.8 eV
- E_HOMO: -0.0546 Ha
- Net charge: -2

Geometry as XYZ:
```
88
Properties=species:S:1:pos:R:3:forces:R:3
Y -0.80349 -0.49627 0.02995 0.1 -0.4 0.1
O -6.07400 -2.33042 1.68330 0.2 0.1 0.0
C -5.87546 -2.90120 0.48213 0.0 0.0 0.1
C -6.92497 -3.64979 -0.05556 0.1 0.0 0.0
C -6.79039 -4.26013 -1.28868 0.0 0.0 -0.1
C -5.60924 -4.13611 -2.01375 0.0 0.1 0.1
C -4.56907 -3.39633 -1.47506 0.1 0.0 -0.1
C -4.67007 -2.77724 -0.23363 0.0 -0.1 0.0
C -3.49226 -2.01071 0.27273 -0.2 0.0 -0.1
O -2.43140 -2.00673 -0.42493 -0.1 -0.1 0.0
N -3.65955 -1.38515 1.41223 0.2 0.1 0.2
N -2.50354 -0.68136 1.77625 -0.5 0.0 0.3
C -2.59014 -0.12698 2.92955 0.2 0.1 0.1
C -1.54629 0.62437 3.61250 -0.4 -0.2 0.0
C -1.77946 0.96576 4.95062 0.0 0.1 0.1
C -0.83673 1.62850 5.70795 0.1 -0.1 -0.2
C 0.38379 1.95578 5.09297 0.1 0.1 0.1
C 0.64333 1.64295 3.78146 -0.2 0.0 -0.1
C -0.32399 0.97483 2.98469 0.1 0.0 -0.1
O -0.09399 0.70903 1.75094 -0.1 -0.2 0.0
H -5.22907 -1.82643 1.89218 -0.1 -0.1 -0.1
H -7.83658 -3.72411 0.52232 0.0 0.0 0.0
H -7.61859 -4.83119 -1.69313 0.0 0.0 0.0
H -5.50705 -4.59647 -2.98716 0.0 0.0 0.0
H -3.64277 -3.25440 -2.01873 0.0 0.0 0.0
H -3.52773 -0.26811 3.47515 0.1 0.0 0.0
H -2.73450 0.68891 5.38757 0.0 0.0 0.0
H -1.03235 1.88433 6.74030 0.0 0.0 0.0
H 1.14993 2.47302 5.66256 0.0 0.0 0.0
H 1.58238 1.89141 3.30535 0.0 0.0 0.0
S 2.47684 -1.32093 1.51290 0.3 0.4 -0.4
C 3.74041 -0.66813 0.48027 -0.1 -0.2 0.3
C 5.07723 -1.09641 0.64018 0.0 -0.1 0.1
C 6.11914 -0.58726 -0.10667 0.0 0.0 0.0
C 5.88099 0.38984 -1.07138 -0.1 0.0 0.0
C 4.57808 0.81854 -1.26703 0.1 -0.1 0.1
C 3.51970 0.29919 -0.51737 -0.1 0.2 -0.2
As 1.70772 0.97061 -0.79069 0.3 0.4 0.0
C 1.82589 2.62785 0.26114 0.2 -0.4 0.0
C 0.73592 3.48945 0.32044 0.0 0.1 0.1
C 0.79856 4.62861 1.11194 -0.1 0.0 0.0
C 1.93684 4.90887 1.85635 0.0 0.0 0.0
C 3.01882 4.04331 1.80616 0.0 -0.1 0.0
C 2.96355 2.90169 1.01178 -0.1 0.2 0.1
C 1.96467 1.70052 -2.59153 0.0 0.2 0.2
C 2.08492 0.82201 -3.66549 0.0 0.0 -0.1
C 2.29990 1.30413 -4.94687 0.0 0.1 0.0
C 2.37405 2.67385 -5.17901 0.0 -0.1 0.0
C 2.23363 3.55351 -4.12022 0.0 0.0 0.2
C 2.03406 3.06635 -2.82914 0.0 0.1 -0.2
H 5.26709 -1.84962 1.39645 0.0 0.0 0.0
H 7.12360 -0.95742 0.06801 0.0 0.0 0.0
H 6.68510 0.80686 -1.66448 0.0 0.0 0.0
H 4.38903 1.57495 -2.01801 -0.1 0.0 0.0
H -0.17847 3.26043 -0.21561 0.0 0.0 0.0
H -0.06171 5.28490 1.15810 0.0 0.0 0.0
H 1.97401 5.78987 2.48582 0.0 0.0 0.0
H 3.90792 4.24171 2.39369 0.0 0.0 0.0
H 3.80765 2.22588 0.99246 0.0 0.0 0.0
H 1.99305 -0.24631 -3.51399 0.0 0.0 0.1
H 2.38146 0.60785 -5.77229 0.0 0.0 0.0
H 2.51731 3.05089 -6.18409 0.0 0.0 0.0
H 2.26487 4.62395 -4.28222 0.0 0.0 0.0
H 1.93541 3.77022 -2.01338 0.0 0.0 0.0
O -2.19871 4.53814 -5.03825 0.3 0.2 0.0
C -2.03094 3.66313 -4.21456 -0.6 -0.2 0.0
S -1.41505 2.06016 -4.57983 0.2 0.1 -0.1
C -1.58702 1.36590 -2.98032 0.2 -0.4 0.1
C -2.11570 2.15864 -2.03273 0.0 -0.2 0.6
S -2.38870 1.73135 -0.33397 0.1 0.1 -0.6
S -2.56459 3.77578 -2.53332 0.1 0.2 -0.1
S -1.08223 -0.29848 -2.77466 0.1 0.1 -0.1
C -0.21258 -2.81648 2.97072 -0.1 0.1 0.0
O -0.51155 -2.87816 1.58655 0.0 0.1 0.0
C 0.20688 -3.91650 0.94214 -0.1 0.0 0.1
C -0.08991 -3.81667 -0.53050 0.1 0.0 -0.2
O 0.44032 -2.60150 -1.05232 -0.3 0.1 0.1
C 1.79736 -2.72514 -1.44804 0.0 0.1 -0.2
H -0.44541 -3.77901 3.44358 0.0 0.0 0.0
H -0.83770 -2.04103 3.40881 0.0 0.0 0.0
H 0.83825 -2.56472 3.13203 0.0 0.0 0.0
H -0.12309 -4.89499 1.32578 0.0 0.1 0.0
H 1.27701 -3.78786 1.14608 0.0 -0.1 -0.1
H -1.16443 -3.78024 -0.70688 0.0 0.0 0.1
H 0.33574 -4.67246 -1.06981 0.0 0.0 0.0
H 1.84923 -3.35715 -2.34335 0.0 0.0 0.0
H 2.41721 -3.12161 -0.64173 0.0 0.0 0.0
H 2.17156 -1.73058 -1.68371 -0.1 -0.1 0.0
```
Positions in Å, forces in eV/Å.



# C19H15ClCoN4O2

A structure of composition C19H15ClCoN4O2 (wB97M-V/def2-TZVPD, the Open Molecules 2025 dataset).

Output
- E: -80145.684 eV
- Energy above the lowest of the compared OMol25 structures with the same formula, charge and spin: 0.0 kJ/mol
- Expectation value of S²: 6.06
- Strongest force on any atom: 0.69 eV/A
- Frontier orbital gap (alpha / beta): 6.7 / 6.5 eV
- E_HOMO (alpha / beta): -0.4163 / -0.4457 Ha
- Net charge: +1
- 2S+1: 5

Geometry as XYZ:
```
42
Properties=species:S:1:pos:R:3:forces:R:3
Co -0.58358 -0.13973 -0.56719 -0.5 0.2 -0.4
C -5.19498 0.83957 2.09253 -0.1 -0.1 0.0
C -4.10422 1.66804 1.85778 0.1 0.0 0.0
C -2.87072 1.12495 1.55983 -0.2 0.2 0.1
C -2.71160 -0.26640 1.55298 0.1 -0.3 -0.3
C -3.82456 -1.10405 1.75389 -0.2 0.1 0.1
C -5.05939 -0.54340 2.02028 0.2 0.0 0.0
N -1.47051 -0.76104 1.20230 0.2 0.2 0.1
C -0.95118 -1.91391 1.69019 -0.1 -0.4 0.3
C -1.40951 -2.61133 2.82927 0.0 -0.1 0.1
C -0.76481 -3.75966 3.25315 -0.1 0.3 -0.1
C 0.35444 -4.24836 2.58200 0.1 0.0 -0.1
C 0.86221 -3.56374 1.48814 -0.1 -0.1 0.2
C 0.21704 -2.41874 1.06249 0.3 -0.1 -0.4
N 0.65331 -1.64718 -0.02753 0.1 -0.2 0.5
N 1.78061 -1.81805 -0.51163 -0.1 0.1 -0.2
C 2.03207 -0.85118 -1.53407 0.3 -0.3 0.1
C 3.20289 -0.96310 -2.25742 -0.2 0.2 -0.1
C 3.44278 0.00125 -3.22917 -0.1 0.0 0.1
C 2.51640 1.01197 -3.42651 -0.1 0.0 0.1
C 1.36371 1.03747 -2.64828 0.1 0.0 -0.1
N 1.13260 0.12082 -1.71326 0.2 0.0 0.1
H -6.16261 1.27256 2.30354 0.0 0.0 0.0
H -4.22316 2.74130 1.88872 0.0 0.0 0.0
H -2.02460 1.76983 1.35707 0.0 -0.1 0.0
H -3.73057 -2.17233 1.62260 0.0 0.0 0.0
H -5.91836 -1.18579 2.14978 0.0 0.0 0.0
H -2.23387 -2.21634 3.40384 0.0 0.0 0.0
H -1.12468 -4.27471 4.13129 0.0 0.0 0.0
H 0.83937 -5.14795 2.93022 0.0 0.0 0.0
H 1.74422 -3.90898 0.97016 0.0 0.0 -0.1
H 3.88581 -1.77491 -2.06357 0.0 0.0 0.0
H 4.34489 -0.04025 -3.82071 0.0 0.0 -0.1
H 2.67366 1.77857 -4.17028 0.0 0.0 0.0
H 0.59448 1.79056 -2.76660 0.1 0.0 0.0
Cl -4.99693 0.69365 -1.69439 0.0 0.0 0.1
C -3.74323 0.10303 -2.81010 -0.1 -0.2 -0.2
C -2.45919 -0.07591 -2.04470 -0.2 0.3 0.0
O -2.00671 -1.21210 -1.79316 0.1 -0.2 0.1
O -1.85426 0.96704 -1.62164 0.0 0.3 0.0
H -3.62158 0.84177 -3.59841 0.0 0.0 0.0
H -4.07416 -0.85011 -3.21390 0.0 0.1 0.0
```
Positions in Å, forces in eV/Å.



# C3H4N2O

A cluster of 3 separate species, C3H4N2O in total in a non-equilibrium geometry (wB97M-V/def2-TZVPD, the Open Molecules 2025 dataset).

Output
- E: -8195.670 eV
- Energy above the lowest of the compared OMol25 structures with the same formula, charge and spin: 792.6 kJ/mol
- Strongest force on any atom: 3.88 eV/A
- Frontier orbital gap (alpha / beta): 8.5 / 8.5 eV
- E_HOMO (alpha / beta): -0.3373 / -0.3356 Ha

Geometry as XYZ:
```
10
Properties=species:S:1:pos:R:3:forces:R:3
N 0.32535 0.22963 0.30619 2.2 3.2 -0.3
C -0.15561 0.20523 -0.86590 -1.0 -2.4 -0.6
N 1.23603 1.91069 -0.05318 -0.1 -0.8 0.6
C -0.94841 -1.41239 0.36866 -0.5 -0.2 -0.6
C -1.32468 -2.40255 0.95872 0.1 0.3 -0.1
O -0.23323 0.13793 -2.01410 0.0 0.5 0.9
H -0.15274 0.64712 1.08972 -0.4 -0.2 0.0
H 2.13501 1.56411 -0.39182 -0.1 -0.1 0.1
H 0.81117 2.38811 -0.85331 -0.1 -0.3 0.1
H -1.69289 -3.26788 1.45503 0.0 -0.1 0.0
```
Positions in Å, forces in eV/Å.